[1]
An isolated molecule of C3H3F3Si. Source: the Open Molecules 2025 dataset; level of theory: ωB97M-V with the def2-TZVPD basis set.

ORCA input file:
```
! RIJCOSX wB97M-V def2-TZVPD def2/J DEFGRID3
* xyz 0 1
C -2.34 -1.00 0.34
C -1.44 -0.30 0.00
C -0.30 0.58 -0.25
Si 1.53 0.05 -0.04
F 2.29 -0.65 -1.26
F 1.98 -0.82 1.19
F 2.35 1.38 0.17
H -3.19 -1.60 0.80
H -0.46 1.39 0.46
H -0.40 0.99 -1.40
*
```

Energy relative to the best compared isomer or geometry (same formula, charge and spin) ... 0.0 kcal per mole
SMILES ... C#CC[Si](F)(F)F
Electronic energy ... -705.33691 hartree
Max |F| ... 3.9 eV/Å
HOMO-LUMO gap ... 11.05 eV

---

[2]
A structure of composition C33H32N3O2PS3Tc. Source: the Open Molecules 2025 dataset; level of theory: ωB97M-V with the def2-TZVPD basis set.

ORCA input file:
```
! RIJCOSX wB97M-V def2-TZVPD def2/J DEFGRID3
* xyz 0 4
Tc -0.40 -0.71 -0.52
O 1.34 -1.68 -0.59
C 0.76 -2.28 0.43
C 1.40 -2.17 1.79
C 2.44 -3.03 2.14
C 3.04 -2.94 3.38
C 2.62 -1.98 4.29
C 1.59 -1.12 3.96
C 0.98 -1.21 2.70
P -0.33 -0.10 2.15
C -1.86 -0.99 2.58
C -3.08 -0.34 2.41
C -4.27 -1.00 2.66
C -4.26 -2.33 3.06
C -3.06 -2.98 3.22
C -1.86 -2.32 3.00
C -0.26 1.26 3.36
C 0.74 2.21 3.17
C 0.89 3.27 4.05
C 0.02 3.40 5.12
C -0.99 2.47 5.31
C -1.13 1.40 4.43
H 2.76 -3.78 1.43
H 3.85 -3.61 3.63
H 3.08 -1.91 5.27
H 1.25 -0.38 4.67
H -3.10 0.70 2.09
H -5.21 -0.48 2.52
H -5.19 -2.85 3.24
H -3.04 -4.02 3.53
H -0.92 -2.84 3.13
H 1.42 2.11 2.32
H 1.67 3.99 3.89
H 0.12 4.23 5.80
H -1.67 2.56 6.14
H -1.91 0.67 4.60
C -1.55 1.15 -0.56
C -1.86 1.62 -1.93
C -2.89 1.07 -2.69
C -3.11 1.45 -3.99
C -2.29 2.42 -4.58
C -1.28 3.01 -3.83
C -1.08 2.62 -2.52
C -2.49 2.80 -5.94
N -2.64 3.12 -7.04
H -2.46 1.01 0.03
H -0.93 1.90 -0.04
H -3.52 0.30 -2.25
H -3.90 1.00 -4.57
H -0.67 3.79 -4.27
H -0.32 3.11 -1.93
S 0.04 -0.76 -3.16
C 1.42 0.15 -3.43
N 2.00 1.02 -2.58
C 3.02 1.80 -3.26
C 3.36 0.88 -4.44
N 2.13 0.13 -4.57
H 1.44 1.40 -1.83
H 3.87 1.98 -2.61
H 2.61 2.76 -3.60
H 4.21 0.23 -4.21
H 3.59 1.44 -5.35
H 1.99 -0.61 -5.24
C 3.48 -4.79 -1.61
O 2.44 -4.18 -0.84
C 1.26 -4.78 -0.82
S 0.86 -6.19 -1.54
S 0.05 -3.92 0.11
H 4.37 -4.22 -1.38
H 3.23 -4.72 -2.67
H 3.59 -5.84 -1.34
C -2.24 -1.73 -0.74
H -3.09 -1.12 -0.44
H -2.27 -2.66 -0.16
H -2.33 -1.99 -1.80
*
```

Energy relative to the best compared isomer or geometry (same formula, charge and spin) ... 29.7 kcal per mole
Electronic energy ... -3208.09574 hartree
Max |F| ... 0.5 eV/Å
HOMO-LUMO gap (alpha / beta) ... 6.43 / 7.81 eV

---

[3]
A structure of composition C28H44BBrCeGeN8O2. Source: the Open Molecules 2025 dataset; level of theory: ωB97M-V with the def2-TZVPD basis set.

ORCA input file:
```
! RIJCOSX wB97M-V def2-TZVPD def2/J DEFGRID3
* xyz -1 2
Ce 0.73 0.04 -0.19
C -0.11 -4.11 -0.88
C -1.24 -3.33 -0.30
C -2.46 -3.84 0.16
C -3.21 -2.73 0.48
C -4.60 -2.69 1.02
N -2.47 -1.64 0.22
N -1.24 -2.01 -0.25
B -2.97 -0.17 0.29
N -2.39 0.58 1.51
N -1.07 0.83 1.61
C -0.87 1.48 2.75
C 0.49 1.91 3.16
C -2.10 1.67 3.40
C -3.04 1.08 2.58
C -4.52 0.99 2.79
N -2.69 0.59 -1.03
N -1.49 0.54 -1.68
C -1.61 1.30 -2.76
C -0.45 1.49 -3.68
C -2.90 1.84 -2.83
C -3.55 1.38 -1.70
C -4.93 1.67 -1.24
H -0.22 -5.17 -0.64
H -0.11 -4.03 -1.97
H 0.86 -3.78 -0.53
H -2.75 -4.88 0.25
H -4.94 -3.71 1.21
H -4.65 -2.14 1.96
H -5.30 -2.22 0.33
H -4.15 -0.21 0.43
H 1.04 2.30 2.30
H 0.44 2.68 3.93
H 1.06 1.06 3.56
H -2.28 2.18 4.34
H -4.78 1.46 3.73
H -5.07 1.49 1.99
H -4.87 -0.04 2.82
H 0.41 1.79 -3.08
H -0.23 0.57 -4.23
H -0.66 2.27 -4.41
H -3.30 2.50 -3.58
H -5.42 2.33 -1.96
H -5.53 0.77 -1.14
H -4.93 2.17 -0.27
N 1.90 -0.83 -2.50
C 3.13 -0.06 -2.75
C 4.02 -0.07 -1.52
N 3.31 0.53 -0.40
H 2.10 -1.78 -2.22
H 1.31 -0.85 -3.33
H 2.83 0.96 -2.98
H 3.70 -0.45 -3.61
H 4.95 0.46 -1.78
H 4.28 -1.10 -1.26
H 2.98 1.48 -0.54
H 3.84 0.50 0.46
C 1.46 4.40 -3.09
Ge 2.03 3.84 -1.24
C 4.01 3.68 -1.52
C 1.89 5.56 -0.24
C 1.17 2.35 -0.47
H 1.88 5.38 -3.33
H 0.37 4.47 -3.15
H 1.79 3.69 -3.84
H 4.36 4.63 -1.91
H 4.28 2.90 -2.24
H 4.53 3.48 -0.59
H 2.42 6.37 -0.76
H 2.31 5.45 0.76
H 0.84 5.85 -0.14
H 0.16 2.73 -0.20
Br 4.04 -6.99 1.52
C 3.08 -5.57 2.30
C 2.61 -5.68 3.60
C 1.90 -4.64 4.18
C 1.66 -3.48 3.46
C 2.13 -3.38 2.15
C 2.84 -4.42 1.57
C 1.85 -2.12 1.35
O 1.26 -1.18 1.93
O 2.18 -2.10 0.13
H 2.80 -6.59 4.16
H 1.53 -4.73 5.19
H 1.10 -2.65 3.88
H 3.20 -4.31 0.55
*
```

Energy relative to the best compared isomer or geometry (same formula, charge and spin) ... 0.0 kcal per mole
Electronic energy ... -6833.02593 hartree
Max |F| ... 1.1 eV/Å
HOMO-LUMO gap (alpha / beta) ... 4.68 / 4.68 eV

---

[4]
A cluster of 2 separate species, C4H12NO3 in total. Source: the Open Molecules 2025 dataset; level of theory: ωB97M-V with the def2-TZVPD basis set.

ORCA input file:
```
! RIJCOSX wB97M-V def2-TZVPD def2/J DEFGRID3
* xyz 1 1
O 1.48 -1.97 0.81
C 0.56 -1.47 1.36
O 0.30 -1.68 2.60
C -0.17 -0.30 0.77
C 0.72 0.81 0.31
C 0.33 1.34 -1.15
N -1.37 0.26 1.77
H 0.66 -2.52 3.07
H -0.68 -0.60 -0.19
H 1.67 0.27 0.45
H 0.56 1.77 0.98
H -0.72 1.25 -1.32
H 0.96 0.69 -1.75
H 0.43 2.45 -1.36
H -0.97 1.05 2.22
H -1.85 -0.47 2.39
H -2.22 0.64 1.19
H 0.05 -1.31 -4.16
H 0.04 0.26 -4.26
O 0.22 -0.47 -3.72
*
```

Energy relative to the best compared isomer or geometry (same formula, charge and spin) ... 54.7 kcal per mole
Electronic energy ... -439.78744 hartree
Max |F| ... 5.1 eV/Å
HOMO-LUMO gap ... 10.60 eV